1.
C34H57FeN8Si | ωB97M-V/def2-TZVPD

Values from the calculation:
Highest occupied orbital energy (alpha / beta), eV: -12.48 / -12.47
Lowest unoccupied orbital energy (alpha / beta), eV: -4.45 / -6.54
2S+1: 6
Maximum force, eV Å⁻¹: 0.56
Net charge: +2

CARTESIAN COORDINATES (ANGSTROEM)
Fe 0.06 -0.57 0.33
C -2.79 0.62 1.63
N -2.06 1.87 1.67
C -2.31 2.69 2.84
C -1.24 2.26 0.66
N -0.54 1.36 -0.02
C -0.22 1.65 -1.38
C -1.20 2.17 -2.19
C -0.94 2.55 -3.52
C 0.31 2.41 -4.03
C 1.35 1.84 -3.25
C 2.63 1.68 -3.83
C 3.64 1.09 -3.13
C 3.39 0.60 -1.83
C 2.17 0.75 -1.22
N 1.93 0.10 0.02
C 2.93 0.00 0.90
N 3.08 -1.14 1.61
C 2.60 -2.40 1.08
C 3.48 -1.14 3.01
N 3.78 1.01 1.16
C 3.44 2.39 0.84
C 5.19 0.79 1.47
C 1.10 1.41 -1.91
N -1.12 3.60 0.46
C -2.29 4.47 0.48
C 0.06 4.21 -0.14
H -3.86 0.81 1.54
H -2.61 0.04 2.53
H -2.48 0.04 0.76
H -2.19 2.06 3.73
H -3.32 3.10 2.85
H -1.59 3.51 2.89
H -2.19 2.31 -1.79
H -1.74 2.97 -4.12
H 0.54 2.72 -5.04
H 2.79 2.03 -4.84
H 4.62 0.95 -3.57
H 4.18 0.05 -1.33
H 2.75 -2.45 0.01
H 1.54 -2.58 1.30
H 3.16 -3.21 1.55
H 3.61 -0.12 3.37
H 4.41 -1.69 3.16
H 2.70 -1.62 3.60
H 2.36 2.49 0.81
H 3.85 2.69 -0.13
H 3.85 3.04 1.61
H 5.41 -0.28 1.46
H 5.45 1.20 2.44
H 5.80 1.28 0.71
H -3.18 3.91 0.74
H -2.43 4.90 -0.52
H -2.16 5.29 1.19
H 0.91 3.54 -0.05
H 0.27 5.14 0.39
H -0.10 4.43 -1.20
N -0.01 -0.60 6.56
C 0.03 -0.64 5.22
C -0.39 -1.78 4.51
C -0.35 -1.76 3.14
N 0.07 -0.71 2.41
C 0.47 0.38 3.10
C 0.47 0.46 4.46
H -0.30 -1.40 7.10
H 0.33 0.20 7.07
H -0.73 -2.66 5.02
H -0.66 -2.64 2.58
H 0.81 1.22 2.50
H 0.81 1.37 4.95
C -1.24 -3.62 -0.04
Si -1.46 -2.20 -1.27
C -0.37 -2.47 -2.81
C -0.63 -1.39 -3.87
C 1.11 -2.44 -2.43
C -0.66 -3.87 -3.39
C -3.31 -1.85 -1.53
C -3.83 -2.76 -2.66
C -4.10 -2.21 -0.26
C -3.59 -0.39 -1.91
H -1.82 -4.48 -0.40
H -1.62 -3.39 0.95
H -0.20 -3.95 0.04
H -0.39 -0.39 -3.50
H -1.66 -1.39 -4.23
H 0.01 -1.58 -4.74
H 1.42 -1.49 -1.99
H 1.72 -2.58 -3.33
H 1.37 -3.26 -1.75
H -1.68 -3.99 -3.74
H -0.45 -4.66 -2.66
H 0.00 -4.04 -4.24
H -3.66 -3.82 -2.45
H -3.40 -2.52 -3.63
H -4.92 -2.62 -2.74
H -4.08 -3.28 -0.07
H -5.14 -1.92 -0.39
H -3.73 -1.70 0.63
H -3.03 -0.07 -2.79
H -3.33 0.29 -1.08
H -4.65 -0.25 -2.12

***

2.
C4H10NOS | ωB97M-V/def2-TZVPD

Values from the calculation:
Highest occupied orbital energy, eV: -2.72
Lowest unoccupied orbital energy, eV: 3.71
2S+1: 1
Maximum force, eV Å⁻¹: 2.30
Net charge: -1

CARTESIAN COORDINATES (ANGSTROEM)
C 1.46 -0.24 0.84
C 1.57 1.21 0.37
C 0.37 2.07 0.81
S -1.19 1.50 0.09
H 2.29 -0.86 0.45
H 0.49 -0.65 0.44
H 1.46 -0.31 1.91
H 2.50 1.69 0.74
H 1.59 1.21 -0.73
H 0.54 3.13 0.49
H 0.31 2.07 1.93
C -1.52 -2.28 -1.46
N -2.31 -1.30 -0.93
O -0.27 -2.31 -1.41
H -2.09 -3.08 -1.97
H -1.86 -0.42 -0.52
H -3.33 -1.42 -1.05

***

Quick rundown of energy above the lowest of the compared OMol25 structures with the same formula, charge and spin, same order as above: 0.0, 18.0 kcal/mol